C5H13NO | ωB97M-V/def2-TZVPD

DFT total energy ... -328.25692 hartree
Kohn-Sham gap ... 9.79 eV
SMILES ... CC/C(C)=C/N.O

```
20
Properties=species:S:1:pos:R:3:forces:R:3
C 2.240845 0.183731 1.796511 0.589 1.300 -0.647
C 1.026924 1.110053 2.069385 -0.485 -1.167 0.708
C -0.093607 0.825956 1.075734 1.322 -0.094 -0.017
C -0.079705 1.699308 -0.141374 -1.329 1.718 0.589
C -0.852856 -0.246086 1.238175 -0.522 -0.330 -0.179
N -1.700057 -0.837880 0.244046 0.030 0.011 -0.675
H 2.401621 -0.599696 2.524725 -0.111 -0.015 0.211
H 2.113881 -0.257004 0.834055 -0.292 -0.752 -0.681
H 3.173298 0.738424 1.631563 -0.050 0.045 0.591
H 0.690909 0.831648 3.074176 -0.211 0.283 -0.049
H 1.256256 2.168155 2.098684 0.275 0.126 -0.122
H 0.083720 2.726826 0.223460 0.519 -0.190 -0.069
H -1.089217 1.863314 -0.530797 0.019 -0.718 -0.410
H 0.618328 1.550172 -0.954849 0.231 -0.525 0.000
H -0.790042 -0.841855 2.146788 0.011 0.245 0.069
H -2.569805 -0.355601 0.054237 -0.146 0.103 0.508
H -1.241342 -0.842982 -0.663034 0.150 -0.042 0.169
O -1.336417 -3.148463 -5.508837 -0.693 -0.063 -0.214
H -1.941312 -2.812152 -6.188848 0.398 0.024 0.142
H -1.911421 -3.755870 -5.023801 0.295 0.043 0.077
```
Positions in Å, forces in eV/Å.